Entry 1:
# C4H22BO19

A 12-piece molecular cluster, C4H22BO19 overall in a non-equilibrium geometry (ωB97M-V/def2-TZVPD, the Open Molecules 2025 dataset).

As for the net charge: -1. The calculation puts the frontier orbital gap at 9.7 eV. The calculated total energy is -44088.5901 eV. As for the relative energy (zero: lowest compared OMol25 entry of this formula, charge and spin): 513.9 kJ/mol. As for the LUMO energy: 1.17 eV. As for the spin multiplicity: 1.

Structure (XYZ):
```
46
C4H22BO19 ωB97M-V/def2-TZVPD
O -3.027 -1.823 0.335
C -1.993 -1.136 0.388
O -0.851 -1.566 0.293
B 0.096 -0.386 0.384
O -0.827 0.786 0.479
C -1.969 0.305 0.199
O -2.980 1.078 0.221
O 0.959 -0.360 -0.823
C 2.156 -0.238 -0.316
O 3.127 0.102 -0.941
C 2.155 -0.380 1.095
O 0.960 -0.372 1.511
O 3.027 -0.276 1.848
O 5.214 -0.730 3.484
H 4.640 -0.983 2.751
H 5.389 0.293 3.332
O -5.340 -1.673 -1.367
H -4.319 -1.521 -1.198
H -5.272 -0.989 -0.688
O -1.026 3.222 1.556
H -0.798 2.517 0.943
H -2.008 3.297 1.512
O -2.908 -4.267 1.291
H -3.140 -3.467 0.756
H -3.701 -4.700 1.450
O 3.654 2.884 -1.882
H 3.312 3.692 -1.488
H 3.308 2.178 -1.410
O -4.007 2.665 -1.522
H -3.503 2.207 -0.845
H -3.324 3.325 -1.808
O 2.971 -0.356 -3.813
H 3.777 -0.275 -4.405
H 2.883 -0.024 -2.924
O 0.990 -2.301 -2.588
H 0.242 -1.876 -2.574
H 1.712 -1.595 -2.660
O 6.126 0.279 -0.835
H 5.108 -0.035 -0.827
H 5.963 0.751 -0.089
O 1.092 -0.941 4.639
H 0.561 -0.504 4.032
H 0.628 -0.524 5.506
O -6.492 1.399 -0.661
H -7.003 0.927 -1.292
H -5.581 1.398 -1.071
```

---

Entry 2:
# C4H22F12O23S4

A 15-piece molecular cluster, C4H22F12O23S4 overall in a non-equilibrium geometry (ωB97M-V/def2-TZVPD, the Open Molecules 2025 dataset).

As for the net charge: -4. The calculation puts the frontier orbital gap at 6.9 eV. The calculated total energy is -127548.8487 eV. As for the relative energy (zero: lowest compared OMol25 entry of this formula, charge and spin): 0.0 kJ/mol. As for the LUMO energy: 6.55 eV. As for the spin multiplicity: 1.

Structure (XYZ):
```
65
C4H22F12O23S4 ωB97M-V/def2-TZVPD
C 1.100 -1.974 3.732
F 2.312 -1.923 4.287
F 0.899 -0.896 2.962
F 0.979 -3.059 2.975
S -0.137 -1.872 5.204
O -0.029 -3.158 5.878
O 0.266 -0.770 6.056
O -1.413 -1.573 4.574
C 0.050 -4.700 -0.242
F 0.535 -5.082 -1.427
F 1.022 -4.106 0.452
F -1.022 -3.945 -0.409
S -0.398 -6.394 0.618
O -1.163 -7.100 -0.411
O 0.894 -7.042 0.909
O -1.146 -6.076 1.823
C -3.242 -1.256 -3.429
F -1.958 -1.281 -3.813
F -3.736 -2.468 -3.671
F -3.301 -0.938 -2.139
S -4.242 -0.013 -4.463
O -4.195 -0.640 -5.771
O -5.548 0.171 -3.828
O -3.437 1.221 -4.486
C 0.436 -0.190 -0.829
F -0.851 0.073 -0.746
F 0.812 -1.047 0.118
F 0.701 -0.856 -1.976
S 1.384 1.385 -0.520
O 1.404 2.207 -1.716
O 0.620 2.047 0.541
O 2.729 1.024 -0.067
O 3.608 -2.122 0.159
H 3.305 -3.009 -0.059
H 2.794 -1.604 0.217
O -0.802 3.843 1.728
H -0.069 4.459 1.774
H -0.498 3.156 1.091
O -1.285 1.295 3.229
H -1.179 0.529 3.822
H -0.542 1.230 2.623
O -3.273 2.433 0.742
H -2.517 2.336 0.150
H -4.010 2.070 0.241
O 0.871 3.422 -4.372
H 0.457 2.568 -4.530
H 1.307 3.323 -3.515
O 2.015 1.421 3.139
H 1.880 1.450 2.174
H 2.719 2.057 3.291
O -2.941 -2.010 2.027
H -2.306 -1.933 1.310
H -2.425 -1.844 2.833
O 3.113 4.464 -2.351
H 3.962 4.059 -2.147
H 3.085 5.261 -1.814
O 5.466 0.917 -0.377
H 4.530 0.747 -0.142
H 5.417 1.313 -1.249
O 0.488 4.770 -1.096
H 1.234 4.940 -0.518
H 0.770 4.011 -1.633
O -2.049 2.466 -2.080
H -2.290 2.094 -2.952
H -1.160 2.119 -1.902
```

---

Entry 3:
# C4H22N2O7S

A 7-piece molecular cluster, C4H22N2O7S overall in a non-equilibrium geometry (ωB97M-V/def2-TZVPD, the Open Molecules 2025 dataset).

Its SMILES is NC(=O)NCCCS.O.O.O.O.O.O. As for the net charge: 0. The calculation puts the frontier orbital gap at 9.5 eV. The calculated total energy is -32654.4732 eV. As for the relative energy (zero: lowest compared OMol25 entry of this formula, charge and spin): 32.4 kJ/mol. As for the LUMO energy: 0.22 eV. As for the spin multiplicity: 1.

Structure (XYZ):
```
36
C4H22N2O7S ωB97M-V/def2-TZVPD
C -0.862 -0.698 1.157
N 0.226 -1.585 0.811
C 1.545 -1.250 0.838
N 1.921 -0.236 1.650
O 2.363 -1.950 0.226
C -1.162 0.366 0.094
C -1.919 -0.164 -1.092
S -3.423 -1.133 -0.861
H -1.739 -1.324 1.283
H -0.684 -0.154 2.087
H -0.049 -2.379 0.238
H 2.845 0.118 1.526
H 1.256 0.409 2.027
H -1.642 1.213 0.574
H -0.228 0.840 -0.171
H -2.047 0.571 -1.861
H -1.278 -0.842 -1.654
H -4.328 -0.172 -0.695
H -1.618 -3.828 -1.109
H -1.001 -4.726 -0.001
O -0.893 -3.869 -0.470
H 1.153 2.566 1.291
H -0.195 3.027 2.004
O 0.674 2.677 2.158
H 2.631 2.560 -0.711
H 1.345 1.835 -0.853
O 1.695 2.678 -0.548
H 2.465 -1.971 -1.544
H 3.692 -1.509 -2.325
O 2.722 -1.579 -2.408
H 0.965 0.763 -3.348
H 1.800 -0.002 -2.108
O 1.206 0.732 -2.398
H -2.881 3.046 1.359
H -2.339 2.694 2.798
O -2.215 3.274 2.036
```

---

Entry 4:
# C4H22NO5S2

A 6-piece molecular cluster, C4H22NO5S2 overall in a non-equilibrium geometry (ωB97M-V/def2-TZVPD, the Open Molecules 2025 dataset).

As for the net charge: +1. The calculation puts the frontier orbital gap at 9.3 eV. The calculated total energy is -37897.9527 eV. As for the relative energy (zero: lowest compared OMol25 entry of this formula, charge and spin): 0.0 kJ/mol. As for the LUMO energy: -2.57 eV. As for the spin multiplicity: 1.

Structure (XYZ):
```
34
C4H22NO5S2 ωB97M-V/def2-TZVPD
N 0.737 -0.570 -0.715
C 0.606 -1.502 0.457
C -0.460 -2.570 0.186
C 1.952 -2.092 0.743
S 3.238 -0.843 1.150
S 3.083 -0.539 3.132
C 1.785 0.696 3.516
H 0.005 -0.791 -1.423
H 0.654 0.399 -0.440
H 1.624 -0.661 -1.198
H 0.219 -0.958 1.311
H -0.244 -3.135 -0.730
H -1.414 -2.118 0.006
H -0.366 -3.308 0.966
H 1.992 -2.747 1.608
H 2.365 -2.725 -0.052
H 0.846 0.202 3.290
H 1.914 1.641 2.990
H 1.903 0.903 4.578
H -3.479 1.821 -1.601
H -2.905 2.801 -2.706
O -2.972 1.887 -2.421
H -0.597 4.168 -0.082
H -1.574 3.730 1.007
O -0.635 3.816 0.814
H 3.104 0.009 -3.348
H 3.848 -0.128 -1.963
O 2.994 -0.122 -2.401
H -2.051 0.288 -2.259
H -1.203 -0.237 -3.463
O -1.355 -0.349 -2.521
H -4.367 1.008 1.262
H -5.066 0.907 -0.011
O -4.178 1.118 0.318
```

---

Entry 5:
# C4H22NO6S

A 6-piece molecular cluster, C4H22NO6S overall (ωB97M-V/def2-TZVPD, the Open Molecules 2025 dataset).

As for the net charge: +2. The calculation puts the frontier orbital gap (alpha / beta) at 10.1 / 4.8 eV. The calculated total energy is -29099.2928 eV. As for the expectation value of S²: 0.753. As for the LUMO energy (alpha / beta): -6.46 / -11.72 eV. As for the spin multiplicity: 2.

Structure (XYZ):
```
34
C4H22NO6S ωB97M-V/def2-TZVPD
C 1.186 1.194 0.676
O 2.404 0.534 0.863
C 0.220 0.276 -0.100
C -1.226 0.784 -0.040
C -1.511 1.941 -1.019
S -1.618 1.410 -2.720
N 0.313 -1.068 0.528
H 1.296 2.149 0.152
H 0.777 1.378 1.672
H 3.018 0.646 0.116
H 0.599 0.188 -1.123
H -1.442 1.156 0.964
H -1.940 -0.030 -0.202
H -0.740 2.713 -0.987
H -2.453 2.441 -0.770
H -2.826 0.825 -2.683
H 1.281 -1.422 0.413
H 0.048 -0.990 1.539
H -0.338 -1.724 0.074
H -2.083 -3.568 -0.243
H -1.611 -3.034 -1.611
O -1.683 -2.805 -0.678
H -3.493 0.902 3.695
H -3.957 -0.440 3.128
O -3.257 0.221 3.050
H 4.438 0.824 -1.939
H 5.205 0.381 -0.685
O 4.343 0.334 -1.108
H -1.561 -0.340 3.126
H -0.368 -0.893 3.944
O -0.606 -0.572 3.070
H 3.289 -1.349 -0.915
H 3.030 -2.858 -0.968
O 2.589 -2.015 -0.835
```

---

Entry 6:
# C4H23N2O6S

A 7-piece molecular cluster, C4H23N2O6S overall in a non-equilibrium geometry (ωB97M-V/def2-TZVPD, the Open Molecules 2025 dataset).

As for the net charge: -1. The calculation puts the frontier orbital gap at 6.4 eV. The calculated total energy is -30622.9646 eV. As for the relative energy (zero: lowest compared OMol25 entry of this formula, charge and spin): 50.8 kJ/mol. As for the LUMO energy: 2.92 eV. As for the spin multiplicity: 1.

Structure (XYZ):
```
36
C4H23N2O6S ωB97M-V/def2-TZVPD
N -0.875 1.492 1.576
C 0.312 0.695 1.159
C 1.003 1.495 0.046
S 2.442 2.442 0.730
C -0.241 -0.626 0.605
N -0.711 -1.485 1.695
C -1.206 -2.775 1.182
H -1.671 0.991 1.947
H -0.590 2.199 2.242
H 1.031 0.542 1.953
H 1.503 0.759 -0.592
H 0.443 2.154 -0.608
H 0.546 -1.143 0.057
H -1.044 -0.417 -0.110
H -1.522 -1.073 2.141
H -1.890 -2.667 0.324
H -1.902 -3.220 1.884
H -0.321 -3.359 0.961
H -1.552 1.770 -0.072
H -2.886 2.654 -0.511
O -2.121 2.158 -0.789
H -3.225 -1.079 -0.451
H -3.490 0.376 -0.394
O -3.968 -0.466 -0.386
H 2.624 -1.576 0.312
H 3.706 -0.896 -0.526
O 3.084 -1.646 -0.526
H 4.419 0.874 0.100
H 3.892 0.652 1.508
O 4.462 0.259 0.840
H 2.022 0.767 -3.058
H 1.902 -0.522 -2.401
O 1.524 -0.056 -3.164
H -1.189 0.188 -2.812
H -2.440 0.684 -2.268
O -2.070 -0.146 -2.594
```

---

Entry 7:
# C4H23N3O7

A 7-piece molecular cluster, C4H23N3O7 overall in a non-equilibrium geometry (ωB97M-V/def2-TZVPD, the Open Molecules 2025 dataset).

Its SMILES is C[C@H](N)C(=O)NCN.O.O.O.O.O.O. As for the net charge: 0. The calculation puts the frontier orbital gap at 9.6 eV. The calculated total energy is -23319.6244 eV. As for the relative energy (zero: lowest compared OMol25 entry of this formula, charge and spin): 683.0 kJ/mol. As for the LUMO energy: 0.05 eV. As for the spin multiplicity: 1.

Structure (XYZ):
```
37
C4H23N3O7 ωB97M-V/def2-TZVPD
O -0.727 0.862 0.705
C 0.046 1.501 -0.066
N 1.311 1.572 0.195
C 2.260 2.321 -0.736
N 2.356 1.435 -1.995
C -0.503 1.817 -1.443
C -1.603 2.912 -1.387
N -1.089 0.540 -1.935
H 1.694 1.237 1.049
H 1.711 3.146 -1.129
H 3.223 2.586 -0.342
H 2.807 0.579 -1.709
H 1.469 0.979 -2.316
H 0.270 2.144 -2.162
H -2.456 2.407 -1.887
H -1.730 3.477 -0.391
H -1.291 3.815 -1.816
H -1.819 0.125 -1.306
H -0.444 -0.189 -2.008
H -1.331 -3.887 0.881
H -2.482 -3.623 -0.053
O -1.744 -3.241 0.488
H -0.669 0.531 3.680
H -0.956 0.429 2.294
O -1.477 0.367 3.124
H 3.906 -1.348 -0.582
H 3.591 -0.909 0.822
O 3.595 -0.447 -0.096
H -2.262 -2.541 -2.107
H -1.301 -2.515 -0.973
O -1.603 -3.236 -1.749
H -0.234 -2.600 3.164
H -1.501 -1.987 3.598
O -1.160 -2.882 3.363
H 0.054 -2.435 1.274
H -0.279 -1.246 1.872
O 0.369 -1.693 1.679
```

---

Entry 8:
# C4H23NO9

A 8-piece molecular cluster, C4H23NO9 overall in a non-equilibrium geometry (ωB97M-V/def2-TZVPD, the Open Molecules 2025 dataset).

Its SMILES is O=CNCCCO.O.O.O.O.O.O.O. As for the net charge: 0. The calculation puts the frontier orbital gap at 10.0 eV. The calculated total energy is -24437.8524 eV. As for the relative energy (zero: lowest compared OMol25 entry of this formula, charge and spin): 337.4 kJ/mol. As for the LUMO energy: 0.08 eV. As for the spin multiplicity: 1.

Structure (XYZ):
```
37
C4H23NO9 ωB97M-V/def2-TZVPD
O -0.210 -2.554 -0.293
C -1.200 -1.904 0.136
N -1.230 -0.682 -0.453
C -2.236 0.273 -0.110
C -1.865 1.442 0.787
C -0.588 2.347 0.561
O -0.979 3.638 1.031
H -1.950 -2.395 0.775
H -0.594 -0.462 -1.216
H -2.675 0.693 -1.046
H -3.169 -0.267 0.268
H -1.756 1.104 1.848
H -2.719 2.131 0.706
H 0.277 1.956 1.119
H -0.534 2.570 -0.515
H -0.740 3.717 1.979
H 1.579 -2.549 -2.922
H 1.013 -2.068 -1.604
O 1.171 -1.792 -2.504
H 1.865 -0.364 1.481
H 1.576 0.513 2.776
O 1.334 -0.281 2.298
H 0.354 -3.475 1.715
H 1.641 -2.540 1.684
O 1.054 -3.073 2.210
H 2.489 0.191 -0.698
H 2.258 -1.379 -0.540
O 2.749 -0.624 -0.231
H -0.708 -1.156 3.226
H -0.602 -0.201 2.020
O -1.241 -0.620 2.634
H 0.318 1.252 -3.234
H -0.480 2.528 -2.982
O -0.282 1.892 -3.668
H 1.787 -0.010 -2.713
H 2.588 1.264 -2.238
O 1.706 0.884 -2.288
```